No. 1
Molecular formula: C2H12N2O2
Method: DFT, ωB97M-V with the def2-TZVPD basis set

Multiplicity ... 1
LUMO ... 0.65 eV
Relative energy (zero: lowest compared OMol25 entry of this formula, charge and spin) ... 483.9 kJ/mol
Orbital gap ... 0.3751 hartree

Last column: natural (NBO) charge in e.
Geometry (Å):
O: 0.73447 -2.01659 1.79843  -0.966
O: 1.92267 -0.03489 -1.87135  -0.958
N: -0.94299 -0.00474 -1.50702  -0.831
N: 0.81036 0.39395 0.64797  -0.881
C: -1.62192 0.22926 0.15835  -0.408
C: -0.49037 1.08884 0.66048  -0.221
H: 1.66806 -2.17826 2.00701  0.461
H: -1.86383 -0.48289 0.95685  0.257
H: 0.94895 0.04228 -0.31100  0.395
H: 2.05356 -1.00513 -2.10093  0.481
H: 1.55841 1.07720 0.75582  0.376
H: -1.87416 0.25369 -1.82500  0.342
H: -2.51659 0.70643 -0.08588  0.239
H: -0.36049 2.00208 0.05344  0.183
H: 1.00701 0.16825 -1.97138  0.494
H: -0.65305 1.56326 1.66978  0.194
H: 0.70506 -1.20357 1.44431  0.472
H: -1.08514 -0.59917 -0.47988  0.371

No. 2
Molecular formula: C41H53N5O5PPmS2Si4
Method: DFT, ωB97M-V with the def2-TZVPD basis set

Multiplicity ... 5
LUMO (alpha / beta) ... 3.37 / 3.38 eV
Relative energy (zero: lowest compared OMol25 entry of this formula, charge and spin) ... 0.0 kJ/mol
Orbital gap (alpha / beta) ... 0.2038 / 0.2035 hartree
Net charge ... -2

Last column: Löwdin charge in e.
Geometry (Å):
Pm: -3.87306 -12.10092 -19.07375  1.297
S: -1.09845 -13.06657 -19.61725  0.275
S: 1.74761 -13.25038 -21.52006  0.153
P: -0.16828 -13.65283 -21.32874  0.036
Si: -6.14327 -10.83337 -16.78808  0.368
Si: -8.43442 -11.61130 -16.96105  0.284
Si: -5.34071 -11.32645 -14.56388  0.340
Si: -6.10757 -8.44703 -17.14987  0.303
O: 1.17150 -12.55053 -13.53820  -0.042
O: 1.27633 -10.34591 -14.19503  -0.059
O: -0.89698 -8.89656 -18.22299  0.049
O: -2.61532 -10.22063 -18.93010  -0.292
O: -4.81716 -7.29774 -24.15218  0.024
N: -2.96051 -7.78358 -22.88699  0.177
N: -5.22108 -10.57871 -20.75165  -0.028
N: -5.08575 -14.01410 -22.01970  -0.046
N: -2.29768 -11.93278 -17.06449  -0.055
N: -4.47175 -14.58765 -18.20648  -0.040
C: -4.39527 -7.73629 -17.40109  -0.214
C: -6.27338 -9.36744 -22.99527  0.012
C: -1.08508 -12.70121 -25.15883  -0.094
C: -4.59017 -9.52527 -21.28998  -0.086
C: -5.00993 -13.19101 -14.48433  -0.224
C: -1.98431 -11.92410 -22.62968  -0.102
C: -5.75425 -14.90478 -17.84126  -0.131
C: -1.63395 -9.88633 -18.17349  -0.607
C: -4.75341 -13.56823 -20.98254  -0.414
C: -0.20266 -11.73443 -15.22555  -0.076
C: 0.88224 -11.53524 -14.17340  -0.712
C: -6.00894 -18.60779 -18.56182  -0.056
C: -9.41657 -10.19217 -16.27264  -0.246
C: -6.70544 -7.69735 -15.52381  -0.238
C: -3.73927 -15.60312 -18.72061  -0.141
C: -2.14862 -11.80220 -25.06001  -0.091
C: -5.48211 -17.20282 -18.42571  -0.256
C: -5.02464 -8.96575 -22.48143  -0.146
C: -1.24367 -18.11479 -21.65005  -0.110
C: -8.58833 -13.12683 -15.87973  -0.228
C: 0.43912 -16.41305 -21.39252  -0.095
C: -6.93968 -10.43476 -22.42428  -0.030
C: -1.46130 -10.89539 -17.05413  -0.226
C: -0.95487 -12.83021 -22.75974  -0.393
C: -1.04565 -12.89982 -15.28511  0.022
C: -4.19078 -16.90451 -18.87073  -0.006
C: -9.02276 -11.98861 -18.69764  -0.235
C: -6.73440 -10.73627 -13.47544  -0.253
C: -1.89995 -15.78682 -21.70361  -0.107
C: -0.44665 -10.70305 -16.11026  0.067
C: -0.45924 -13.17078 -24.01708  -0.116
C: -4.27887 -7.96367 -23.25811  -0.490
C: 0.08736 -17.75790 -21.45277  -0.102
C: -6.34308 -11.08955 -21.33988  -0.130
C: -2.22913 -17.13376 -21.78416  -0.104
C: -6.28571 -16.18067 -17.91348  -0.021
C: -2.03342 -12.90712 -16.21652  -0.202
C: -3.82308 -10.27754 -14.16327  -0.203
C: -0.56531 -15.43345 -21.52179  -0.368
C: -2.57210 -11.40212 -23.79531  -0.073
C: -7.15280 -7.99647 -18.62270  -0.227
H: -4.93581 -13.59216 -15.49631  -0.021
H: -6.69046 -8.83114 -23.85308  0.125
H: -8.02695 -13.04460 -14.94734  0.000
H: -5.81786 -13.77318 -14.01493  0.022
H: 0.87358 -18.51514 -21.44004  0.096
H: -1.53379 -19.15606 -21.71111  0.088
H: -4.08359 -13.42507 -13.95930  0.021
H: -3.83783 -8.17585 -18.23093  0.003
H: -3.03410 -10.81951 -13.63006  0.031
H: -7.30166 -16.39825 -17.59188  0.114
H: -4.39420 -6.64495 -17.57169  0.037
H: -3.80247 -7.92201 -16.50712  0.024
H: -8.47403 -12.87451 -19.08423  0.021
H: -2.73116 -15.33111 -19.01018  0.064
H: -6.77151 -18.72219 -19.35570  0.089
H: -3.37908 -9.90663 -15.07695  -0.003
H: 0.42979 -13.78771 -24.04079  0.081
H: -7.62216 -8.19444 -15.22188  -0.010
H: -9.24160 -9.32473 -16.89628  -0.001
H: -10.11605 -12.20524 -18.81211  0.036
H: -3.35346 -10.64295 -23.67554  0.083
H: -3.24961 -17.40027 -22.04255  0.103
H: -7.05723 -6.94195 -18.91215  0.029
H: -9.04888 -9.92325 -15.28564  0.007
H: -6.86031 -6.62465 -15.52833  0.016
H: -6.80335 -11.92990 -20.81814  0.083
H: -0.83795 -13.72802 -14.63313  0.107
H: -10.47427 -10.46321 -16.24339  0.020
H: -7.66126 -11.28312 -13.64202  0.005
H: -2.41656 -8.52428 -22.47810  0.096
H: -6.38383 -14.10028 -17.44443  0.063
H: -3.57119 -17.66819 -19.30011  0.100
H: -2.65353 -15.00695 -21.70249  0.064
H: -2.61576 -11.40326 -25.95623  0.095
H: -0.65576 -12.98835 -26.11839  0.096
H: 1.47183 -16.11047 -21.24528  0.070
H: -8.18327 -13.98923 -16.39091  -0.007
H: -9.65132 -13.34098 -15.65169  0.033
H: -8.20569 -8.23156 -18.44966  0.005
H: 0.07552 -9.74560 -16.18447  0.133
H: -6.45968 -10.83983 -12.43105  0.015
H: -7.85112 -10.82420 -22.86862  0.109
H: -6.46028 -18.94606 -17.61935  0.079
H: -5.20517 -19.31615 -18.79617  0.073
H: -6.84377 -8.60519 -19.47819  0.002
H: -2.41885 -7.12430 -23.45379  0.119
H: -2.38878 -11.71651 -21.64418  0.033
H: -6.90672 -9.66951 -13.66798  0.005
H: -5.94507 -7.93119 -14.76901  0.016
H: -2.72867 -13.74992 -16.30791  0.091
H: -4.08271 -9.37413 -13.57423  0.034
H: -3.75388 -9.11687 -20.72056  0.113
H: -8.71451 -11.18125 -19.35808  0.001

No. 3
Molecular formula: C12H28BO3
Method: DFT, ωB97M-V with the def2-TZVPD basis set

Multiplicity ... 1
LUMO ... 3.42 eV
Orbital gap ... 0.2786 hartree
Net charge ... -1

Last column: natural (NBO) charge in e.
Geometry (Å):
O: -2.17216 1.08524 0.19814  -0.754
O: -0.38865 1.41887 -1.47955  -0.746
O: -4.75595 -0.39810 -0.11829  -0.748
C: -0.50719 -0.77303 -2.59668  -0.418
C: 0.02084 2.18433 0.92281  -0.687
C: 2.38212 1.36743 0.39444  -0.390
C: 2.64334 0.62295 1.72394  -0.402
C: 3.89234 -1.47926 1.06719  -0.607
C: -3.66593 -2.25813 0.92296  -0.621
C: 2.56356 -0.90006 1.54619  -0.395
C: -3.46990 -0.94054 0.20585  0.069
C: -1.04787 0.64291 -2.42759  -0.040
C: -2.66138 0.05642 1.00544  -0.066
C: 1.01503 -0.81327 -2.73141  -0.608
C: 1.45954 2.55718 0.56147  -0.378
B: -0.69173 1.07852 -0.06852  0.658
H: -0.06152 1.87174 1.96320  0.177
H: -2.12633 0.57326 -2.24494  0.161
H: -4.66553 0.56887 -0.09469  0.475
H: 1.88400 3.16446 1.37212  0.160
H: -2.77734 -2.86649 0.78886  0.206
H: -0.57520 3.09759 0.84013  0.193
H: 1.47758 3.19699 -0.31297  0.198
H: -0.93276 1.14118 -3.39760  0.141
H: -0.84968 -1.44863 -1.81908  0.196
H: 2.02328 0.68602 -0.36602  0.213
H: 1.33299 -1.61734 -3.38871  0.182
H: -1.89115 -0.43991 1.59746  0.173
H: -4.50132 -2.77199 0.45616  0.207
H: 3.72323 -2.45751 0.62578  0.198
H: 3.65982 0.84692 2.03558  0.178
H: 1.45995 -0.96448 -1.75463  0.209
H: -3.36711 0.50460 1.72244  0.147
H: 2.29199 -1.36264 2.49419  0.182
H: 4.54504 -1.62257 1.92284  0.188
H: -0.92563 -1.15670 -3.53045  0.176
H: -0.20506 -0.03973 0.18433  -0.189
H: -3.91074 -2.12167 1.97313  0.194
H: 1.34015 0.13241 -3.14976  0.206
H: 3.34286 1.74637 0.03544  0.173
H: 1.77013 -1.12332 0.84285  0.217
H: 1.92700 0.96883 2.45989  0.206
H: -2.96451 -1.14917 -0.73690  0.162
H: 4.35986 -0.80855 0.35492  0.201

No. 4
Molecular formula: C20H14F3N2
Method: DFT, ωB97M-V with the def2-TZVPD basis set

Multiplicity ... 1
LUMO ... -5.87 eV
Relative energy (zero: lowest compared OMol25 entry of this formula, charge and spin) ... 198.0 kJ/mol
SMILES string ... N#[N+][C@@H](c1ccccc1)[C@@H](c1cccc(F)c1)c1cc(F)cc(F)c1
Orbital gap ... 0.2377 hartree
Net charge ... +1

Last column: natural (NBO) charge in e.
Geometry (Å):
F: 4.58962 0.08480 -3.04326  -0.306
F: -1.02426 0.41764 -4.45574  -0.315
F: 5.21767 -0.71149 1.59044  -0.306
N: 1.14663 1.13073 1.63011  0.118
N: 2.21084 1.51287 1.53549  0.339
C: 2.13359 -0.64657 -0.40325  0.002
C: -3.51152 0.25249 2.41660  -0.208
C: 3.02518 -0.79096 0.65890  -0.333
C: -2.62135 2.48335 2.26879  -0.188
C: 0.63901 -0.78256 -0.02918  -0.251
C: 4.06114 -0.24895 -1.80927  0.444
C: 4.94770 -0.25548 -0.74113  -0.321
C: -1.61763 -1.29147 -0.78354  -0.219
C: -2.27040 -0.26155 2.00973  -0.137
C: -0.31187 0.15504 -2.20896  -0.275
C: 4.39161 -0.59628 0.49855  0.444
C: -1.40609 1.96867 1.79037  -0.206
C: 2.67669 -0.51336 -1.68886  -0.279
C: 0.20084 0.02936 1.20098  -0.088
C: -2.42722 -0.83537 -2.98823  -0.259
C: -0.43206 -0.62012 -1.06101  -0.040
C: -1.20511 0.58052 1.63891  -0.085
C: -2.65512 -1.32938 -1.70142  -0.156
C: -1.28206 -0.06418 -3.19709  0.416
C: -3.67770 1.62564 2.60440  -0.174
H: -2.17276 -1.34887 1.93878  0.205
H: 6.00234 0.00454 -0.82946  0.274
H: 0.50930 0.85807 -2.36849  0.241
H: -1.77426 -1.74357 0.19565  0.207
H: -0.59289 2.68209 1.52100  0.213
H: 2.70592 -1.08483 1.65420  0.229
H: -3.13203 -0.98876 -3.78907  0.251
H: -4.36637 -0.41940 2.51023  0.237
H: 0.54095 -1.83586 0.39085  0.268
H: -2.73771 3.57675 2.29284  0.240
H: -3.61709 -1.76394 -1.41197  0.234
H: 2.11657 -0.48188 -2.62157  0.263
H: 0.36728 -0.78538 1.92044  0.282
H: -4.64740 2.03763 2.86424  0.240

Record order is preserved below.
Total energy: -9339.18768 -140100.21730 -19719.65541 -32089.73762 eV